The following is a DFT calculation (ωB97M-V with the def2-TZVPD basis set) of a molecular structure, C33H48GeN7O2SeTi in a non-equilibrium geometry.

Each line ends with the Löwdin charge.
Geometry (Å):
N: -1.13152 0.53692 -1.74538  0.022
H: -0.58266 1.32160 6.70640  0.141
H: 5.36691 -0.20061 3.43976  0.027
C: 2.70341 -1.69145 -5.56374  -0.061
C: -1.20412 -3.27892 -0.82069  -0.017
H: 3.24951 2.04771 0.09627  0.008
H: 6.72911 -0.03457 2.33846  0.039
C: -2.20901 0.04286 -3.81823  0.017
C: -0.19701 1.99776 2.15669  -0.343
C: 0.59609 -2.67470 1.18375  -0.057
C: -2.24037 1.38208 -4.15309  0.026
H: 5.98045 3.53934 0.23230  0.036
H: -1.31530 0.19535 3.54144  0.079
H: 3.01214 -0.66170 3.56163  0.046
H: 0.43227 3.53125 7.17914  0.131
H: -3.54473 -2.30771 0.99596  0.113
C: -2.99213 -1.80026 0.20297  -0.013
H: -3.53394 -1.96808 -0.72632  0.094
H: 2.27941 0.90289 -6.46097  0.096
H: 3.70434 -5.45942 -0.85832  0.096
H: -0.74542 3.82380 -1.10195  0.169
H: 0.27275 -4.64753 -1.52247  0.126
H: -1.02182 -1.59011 2.06143  0.121
Ge: 5.10980 1.83381 1.90686  0.793
C: -1.58533 -2.34333 0.13713  -0.290
Se: 2.35637 0.07563 1.29090  1.035
O: -1.03337 0.33413 4.44809  0.094
H: -2.68098 1.70928 -5.08664  0.141
C: 2.18409 -0.05002 3.21768  -0.256
H: 2.52091 -4.65723 -1.88591  0.063
H: 4.39796 2.57385 4.22532  0.022
O: -0.52733 0.70533 1.81241  -0.236
N: 0.00421 2.82992 1.17565  0.138
H: 0.76694 4.30523 2.98865  0.122
H: 6.02136 3.15792 3.84096  0.041
C: 0.04687 -3.88619 -0.78360  0.020
C: -0.46816 1.55818 4.59710  -0.244
H: -1.58365 -1.38049 -2.33297  0.095
H: 1.76326 -5.76172 1.69149  0.104
H: 1.24227 -2.51871 2.03804  0.106
C: 0.48884 3.66050 3.81404  -0.008
C: 3.95844 -0.44865 -3.73780  -0.062
H: 3.50525 -5.48788 1.60380  0.096
C: 5.64051 0.02213 2.40613  -0.216
C: 3.20963 1.80456 1.15748  -0.493
N: 1.49288 0.30171 -1.39420  -0.188
Ti: -0.00911 0.14569 0.14469  1.058
C: 2.66672 -5.13376 -0.91097  -0.062
H: 2.14635 -2.48997 -2.71251  0.151
C: -1.16512 1.85082 -2.08343  -0.234
C: 2.55114 0.82901 -5.40776  -0.061
C: -1.69922 2.30755 -3.26260  0.048
N: 2.85657 -0.45468 -2.74041  -0.030
H: 1.61550 0.76630 -4.83615  0.063
H: 2.24061 0.95094 3.63482  0.049
C: -1.63882 -0.34065 -2.61209  -0.076
C: 6.16564 2.47943 0.41465  -0.203
H: -1.70771 3.37149 -3.47487  0.145
H: 5.93312 1.91748 -0.49274  0.018
H: 3.07742 -3.39344 0.27397  0.135
H: 1.23642 -0.51422 3.47466  0.036
H: 4.56239 0.42786 -3.51558  0.138
C: 5.01721 3.01018 3.44011  -0.201
N: 2.48307 0.66110 -2.11403  0.180
C: -0.65464 -2.04531 1.15481  -0.143
H: 2.04334 -6.03251 -0.88542  0.103
C: 3.42377 -0.40213 -5.17335  -0.396
C: 0.67653 4.06258 5.10665  -0.041
H: -1.92288 -3.58830 -1.57292  0.137
C: 0.29568 3.20990 6.15352  -0.004
C: -0.26716 1.97722 5.90412  0.026
N: 1.18259 -0.98847 -1.52198  0.031
H: 2.57093 2.52717 1.66407  0.012
H: 1.10791 5.03260 5.32183  0.124
C: 0.98733 -3.58384 0.20392  -0.185
H: 5.22977 -0.74507 1.74882  0.004
H: -3.02406 -0.73579 0.43166  0.081
C: 2.35780 -4.22165 0.27158  -0.374
C: -0.07374 2.39135 3.52823  -0.111
C: 2.06329 -1.47142 -2.36439  -0.032
N: -0.23789 2.16031 0.00406  -0.092
H: 3.30222 -2.58057 -5.34389  0.091
H: -2.62511 -0.71015 -4.47434  0.135
H: 2.49923 -1.69801 -6.63463  0.098
H: 4.32647 -0.31171 -5.78176  0.153
H: 7.22604 2.34968 0.63798  0.039
H: 1.73189 -1.78054 -5.06121  0.068
H: 4.61437 3.98441 3.16002  0.033
H: 4.55014 -1.34439 -3.56208  0.141
C: 2.53434 -4.99270 1.59238  -0.034
H: 2.48742 -4.34516 2.47074  0.077
C: -0.66095 2.74406 -1.04917  0.043
H: 3.06406 1.75365 -5.13050  0.090

For the energy relative to the best compared isomer or geometry (same formula, charge and spin), the calculation gives 26.6 kcal/mol. Its electronic energy is -7146.9748 hartree. For the frontier orbital gap, the calculation gives 5.40 eV. The charge is +3. The value obtained for the LUMO energy is -10.517 eV.